Entry 1:
C12H36BrN6O2P2Zr as an isolated structure in a non-equilibrium geometry. Source: the OMol25 dataset; level of theory: the ωB97M-V functional and the def2-TZVPD basis.

XYZ file:
```
60
C12H36BrN6O2P2Zr the ωB97M-V functional and the def2-TZVPD basis
Zr 2.943 3.041 -2.220
Br 0.301 2.833 -5.056
O -0.482 3.072 0.518
P -1.554 3.278 1.589
N -1.917 4.919 1.893
C -1.002 5.687 2.679
C -3.174 5.598 1.627
N -1.395 2.600 3.184
C -1.891 3.291 4.403
C -0.453 1.556 3.315
N -3.001 2.616 1.084
C -3.361 2.448 -0.295
C -4.138 2.185 1.936
H -0.337 6.212 1.993
H -0.335 4.979 3.170
H -1.467 6.359 3.401
H -3.699 5.516 2.579
H -3.687 5.122 0.791
H -3.050 6.601 1.219
H -1.154 4.004 4.773
H -2.813 3.821 4.163
H -2.209 2.617 5.198
H -0.445 1.179 4.338
H -0.678 0.760 2.605
H 0.547 1.855 3.003
H -2.515 2.076 -0.873
H -4.151 1.711 -0.442
H -3.585 3.400 -0.775
H -4.486 3.010 2.558
H -3.873 1.344 2.577
H -5.066 2.054 1.379
O 2.566 -1.252 -1.834
P 2.257 -2.767 -1.820
N 3.480 -3.666 -2.578
C 3.403 -5.209 -2.749
C 4.660 -2.998 -3.197
N 0.804 -3.191 -2.753
C 0.781 -3.075 -4.204
C -0.594 -2.978 -2.189
N 2.147 -3.587 -0.349
C 3.138 -3.434 0.729
C 1.283 -4.752 -0.085
H 4.264 -5.605 -3.287
H 2.499 -5.590 -3.226
H 3.434 -5.666 -1.760
H 5.165 -3.741 -3.814
H 5.380 -2.552 -2.511
H 4.298 -2.214 -3.862
H 0.551 -2.024 -4.377
H 1.777 -3.333 -4.565
H 0.075 -3.809 -4.592
H -1.141 -2.323 -2.867
H -1.109 -3.938 -2.154
H -0.447 -2.655 -1.158
H 3.297 -4.255 1.428
H 4.144 -3.338 0.321
H 2.894 -2.526 1.280
H 1.685 -5.635 -0.583
H 0.292 -4.729 -0.538
H 1.144 -4.904 0.985
```

frontier orbital gap = 0.0575 Ha
net charge = +3
energy above the lowest of the compared OMol25 structures with the same formula, charge and spin = 308.2 kcal per mole
E_HOMO = -15.24 eV

Löwdin population analysis, charges in e, atoms 1 to 5: Zr 1.38; Br -0.38; O -0.29; P 0.65; N -0.24

Entry 2:
A 2-piece molecular cluster, C41H37O2Si overall in a non-equilibrium geometry. Source: the OMol25 dataset; level of theory: the ωB97M-V functional and the def2-TZVPD basis.

XYZ file:
```
81
C41H37O2Si the ωB97M-V functional and the def2-TZVPD basis
C 2.760 2.604 -2.340
C 1.269 2.506 -2.371
C 0.452 3.459 -2.868
O 0.755 1.397 -1.778
Si -0.262 0.244 -2.486
C -0.024 0.072 -4.302
C 1.037 -0.713 -4.778
C 1.312 -0.761 -6.149
C 0.490 -0.078 -7.055
C -0.632 0.622 -6.593
C -0.892 0.686 -5.217
C 0.262 -1.256 -1.555
C -0.555 -2.378 -1.380
C -0.041 -3.529 -0.772
C 1.288 -3.561 -0.335
C 2.084 -2.415 -0.443
C 1.566 -1.270 -1.053
C -2.040 0.569 -2.184
C -3.034 -0.094 -2.923
C -4.384 0.063 -2.584
C -4.731 0.847 -1.479
C -3.741 1.516 -0.748
C -2.396 1.385 -1.109
H 3.052 3.360 -3.077
H 3.092 2.974 -1.360
H 3.267 1.650 -2.553
H -0.631 3.330 -2.910
H 0.930 4.357 -3.258
H 1.633 -1.297 -4.072
H 2.162 -1.344 -6.508
H 0.716 -0.102 -8.124
H -1.309 1.112 -7.296
H -1.785 1.201 -4.859
H -1.584 -2.365 -1.745
H -0.676 -4.412 -0.658
H 1.710 -4.478 0.087
H 3.110 -2.406 -0.073
H 2.197 -0.384 -1.147
H -2.755 -0.741 -3.760
H -5.153 -0.443 -3.174
H -5.776 0.932 -1.175
H -4.004 2.124 0.118
H -1.619 1.893 -0.532
C 5.916 3.656 3.204
C 4.494 3.190 3.054
C 3.453 4.128 3.121
C 2.150 3.759 2.859
C 1.794 2.404 2.548
C 0.481 2.159 2.066
C -0.259 0.948 2.139
C 0.302 -0.349 1.983
C -0.464 -1.486 2.202
C -1.857 -1.364 2.272
O -2.710 -2.463 2.152
C -2.733 -3.472 3.117
C -3.932 -3.607 3.824
C -3.905 -4.308 5.023
C -2.727 -4.950 5.423
C -1.589 -4.940 4.608
C -1.608 -4.249 3.393
C -2.466 -0.103 2.324
C -1.669 1.018 2.352
C 2.828 1.433 2.768
C 4.155 1.831 2.911
H 6.641 2.840 3.092
H 6.148 4.429 2.457
H 6.091 4.124 4.185
H 3.704 5.167 3.351
H 1.354 4.513 2.873
H -0.098 3.040 1.776
H 1.328 -0.440 1.636
H -0.010 -2.477 2.235
H -4.825 -3.099 3.461
H -4.806 -4.361 5.639
H -2.695 -5.488 6.378
H -0.680 -5.469 4.908
H -0.774 -4.280 2.692
H -3.559 -0.058 2.326
H -2.122 1.994 2.510
H 2.578 0.372 2.804
H 4.948 1.081 2.913
```

frontier orbital gap = 0.2010 Ha
net charge = +1
E_HOMO = -10.85 eV

Löwdin population analysis, charges in e, atoms 1 to 5: C -0.03; C -0.47; C 0.07; O -0.15; Si 0.60

Entry 3:
C4H5FS2 as an isolated structure in a non-equilibrium geometry. Source: the OMol25 dataset; level of theory: the ωB97M-V functional and the def2-TZVPD basis.

XYZ file:
```
12
C4H5FS2 the ωB97M-V functional and the def2-TZVPD basis
C -0.572 -0.858 0.595
C -1.333 0.274 -0.203
C -0.118 0.774 -0.849
C 0.660 -0.064 0.162
H 0.344 0.179 2.907
H -0.614 -1.797 0.184
H -2.088 -0.166 -0.751
H -1.646 0.996 0.539
H 1.133 0.537 0.936
F 1.810 -0.530 -0.415
S -0.622 -1.120 2.364
S 0.295 1.387 -2.258
```

frontier orbital gap = 0.3056 Ha
energy above the lowest of the compared OMol25 structures with the same formula, charge and spin = 52.3 kcal per mole
E_HOMO = -8.90 eV

Löwdin population analysis, charges in e, atoms 1 to 5: C -0.61; C -0.16; C -0.74; C -0.42; H 0.06

Entry 4:
C26H28N3RuS3Sb2 as an isolated structure in a non-equilibrium geometry. Source: the OMol25 dataset; level of theory: the ωB97M-V functional and the def2-TZVPD basis.

XYZ file:
```
63
C26H28N3RuS3Sb2 the ωB97M-V functional and the def2-TZVPD basis
Ru -1.729 0.310 -0.272
C -0.866 2.568 -2.627
C -0.627 3.171 -1.278
C -0.149 4.498 -1.166
C 0.058 5.046 0.061
C -0.200 4.291 1.227
C -0.015 4.798 2.531
C -0.280 3.999 3.608
C -0.730 2.678 3.433
C -0.923 2.151 2.174
S -1.477 0.504 1.987
C -0.658 2.970 1.049
N -0.858 2.444 -0.200
H -0.808 3.325 -3.407
H -1.848 2.102 -2.661
H -0.120 1.795 -2.833
H 0.039 5.063 -2.069
H 0.423 6.062 0.158
H 0.334 5.815 2.658
H -0.143 4.379 4.613
H -0.938 2.058 4.296
S -3.449 2.038 -0.440
C -4.967 1.246 -0.328
C -6.147 2.067 -0.290
N -7.076 2.744 -0.280
C -5.038 -0.093 -0.308
S -3.596 -1.037 -0.453
C -6.273 -0.813 -0.207
N -7.251 -1.414 -0.126
C 3.059 1.744 -0.520
Sb 1.403 0.368 -0.533
C 1.964 -0.457 1.353
C 2.347 -1.083 -1.867
C 2.909 -2.225 -1.094
C 4.208 -2.151 -0.591
C 4.750 -3.174 0.168
C 3.985 -4.296 0.451
C 2.694 -4.380 -0.045
C 2.141 -3.364 -0.826
C 0.771 -3.561 -1.397
Sb -0.910 -2.405 -0.617
C -2.359 -3.814 -1.287
C -0.771 -3.223 1.347
H 3.961 1.188 -0.261
H 2.888 2.522 0.224
H 3.185 2.206 -1.499
H 2.985 -0.830 1.302
H 1.289 -1.255 1.651
H 1.891 0.347 2.086
H 3.123 -0.525 -2.391
H 1.591 -1.388 -2.587
H 4.804 -1.274 -0.818
H 5.765 -3.096 0.536
H 4.394 -5.107 1.038
H 2.101 -5.266 0.154
H 0.432 -4.579 -1.207
H 0.764 -3.399 -2.478
H -1.871 -4.787 -1.341
H -2.763 -3.541 -2.259
H -3.169 -3.842 -0.565
H -1.012 -4.284 1.280
H -1.477 -2.722 2.006
H 0.240 -3.110 1.735
```

frontier orbital gap (spin up / spin down) = 0.2373 / 0.2104 Ha
spin multiplicity = 2
energy above the lowest of the compared OMol25 structures with the same formula, charge and spin = 70.2 kcal per mole
E_HOMO (spin up / spin down) = -7.38 / -7.26 eV

Löwdin population analysis, charges in e, atoms 1 to 5: Ru 0.23; C -0.06; C -0.39; C 0.00; C 0.01

Entry 5:
One molecule with the formula C5H9NO. Source: the OMol25 dataset; level of theory: the ωB97M-V functional and the def2-TZVPD basis.

XYZ file:
```
16
C5H9NO the ωB97M-V functional and the def2-TZVPD basis
C 0.089 0.028 0.760
C -1.110 -0.286 1.655
C 1.406 -0.794 -1.265
C 0.160 -0.935 -0.430
C -0.473 1.805 -0.686
N 0.034 1.423 0.394
O -0.695 -1.752 -0.659
H 1.015 -0.088 1.343
H -1.156 0.424 2.476
H -2.027 -0.220 1.075
H -1.021 -1.294 2.050
H 1.763 0.233 -1.277
H 2.178 -1.420 -0.817
H 1.226 -1.148 -2.278
H -0.515 2.868 -0.871
H -0.874 1.155 -1.468
```

frontier orbital gap = 0.3746 Ha
SMILES = C=N[C@@H](C)C(C)=O
energy above the lowest of the compared OMol25 structures with the same formula, charge and spin = 36.1 kcal per mole
E_HOMO = -9.25 eV

Löwdin population analysis, charges in e, atoms 1 to 5: C -0.37; C -0.05; C -0.01; C -0.44; C -0.04

Entry 6:
One molecule with the formula C4H5NO2. Source: the OMol25 dataset; level of theory: the ωB97M-V functional and the def2-TZVPD basis.

XYZ file:
```
12
C4H5NO2 the ωB97M-V functional and the def2-TZVPD basis
O 1.978 -0.922 0.134
C 1.416 -1.468 -0.773
C 0.209 1.454 -0.126
C -0.988 1.539 0.758
N -0.554 0.356 0.038
C -0.764 -0.902 -0.091
O 0.079 -1.654 -0.883
H 1.895 -1.899 -1.661
H 1.251 1.427 0.177
H -1.886 2.026 0.373
H -0.955 1.432 1.846
H -1.681 -1.389 0.208
```

frontier orbital gap (spin up / spin down) = 0.3096 / 0.3096 Ha
energy above the lowest of the compared OMol25 structures with the same formula, charge and spin = 101.0 kcal per mole
E_HOMO (spin up / spin down) = -7.49 / -7.49 eV

Löwdin population analysis, charges in e, atoms 1 to 5: O 0.08; C -0.31; C -0.06; C -0.09; N -0.12

Entry 7:
LiN3O9 as an isolated structure in a non-equilibrium geometry. Source: the OMol25 dataset; level of theory: the ωB97M-V functional and the def2-TZVPD basis.

XYZ file:
```
13
LiN3O9 the ωB97M-V functional and the def2-TZVPD basis
Li -0.007 -0.356 -2.501
N -4.355 -0.342 -1.842
O -3.271 0.153 -2.107
O -4.708 -0.541 -0.694
O -5.052 -0.784 -2.705
N 3.747 -2.299 1.990
O 4.526 -3.087 1.372
O 4.280 -1.293 2.439
O 2.518 -2.255 2.167
N 0.596 2.655 0.425
O -0.002 3.714 0.536
O 1.702 2.747 0.112
O 0.025 1.688 0.807
```

frontier orbital gap = 0.1470 Ha
net charge = -2
energy above the lowest of the compared OMol25 structures with the same formula, charge and spin = 117.8 kcal per mole
E_HOMO = -1.93 eV

Löwdin population analysis, charges in e, atoms 1 to 5: Li 0.93; N -0.74; O -0.11; O -0.05; O -0.07

Entry 8:
C27H28F9IO30S2 as an isolated structure. Source: the OMol25 dataset; level of theory: the ωB97M-V functional and the def2-TZVPD basis.

XYZ file:
```
97
C27H28F9IO30S2 the ωB97M-V functional and the def2-TZVPD basis
O 1.352 -1.030 2.502
S 0.278 -0.624 1.644
O -1.026 -0.678 2.683
S -2.370 0.251 2.287
O 0.340 0.968 1.484
I 1.010 2.000 3.096
H -1.860 1.487 2.235
C -2.991 0.541 7.558
C -3.366 -0.855 7.096
O -4.462 -0.596 6.228
C -4.312 0.654 5.730
O -4.909 1.088 4.800
O -3.380 1.338 6.429
F -3.775 -1.641 8.112
H -3.578 0.833 8.429
H -1.934 0.666 7.767
H -2.587 -1.375 6.537
C -6.588 -0.541 2.554
C -6.737 0.671 1.657
O -7.624 0.202 0.656
C -8.386 -0.785 1.199
O -9.372 -1.229 0.717
O -7.858 -1.186 2.378
F -5.566 1.034 1.080
H -5.794 -1.197 2.194
H -6.416 -0.295 3.595
H -7.174 1.544 2.143
C -9.286 -4.467 2.457
C -8.233 -5.522 2.190
O -7.949 -6.001 3.489
C -9.063 -5.815 4.260
O -9.243 -6.315 5.315
O -9.925 -4.982 3.632
F -7.104 -5.001 1.648
H -8.826 -3.504 2.681
H -10.001 -4.346 1.650
H -8.566 -6.354 1.568
C -3.311 4.555 5.710
C -2.530 3.845 4.623
O -1.193 4.188 4.943
C -1.129 4.412 6.290
O -0.127 4.462 6.915
O -2.377 4.545 6.795
F -2.825 4.305 3.384
H -3.530 5.584 5.421
H -4.228 4.047 5.991
H -2.635 2.758 4.628
C 2.040 1.941 -1.382
C 2.604 0.546 -1.557
O 3.444 0.700 -2.683
C 3.853 2.003 -2.728
O 4.741 2.405 -3.396
O 3.102 2.754 -1.890
F 1.645 -0.372 -1.830
H 1.147 2.080 -1.993
H 1.822 2.188 -0.349
H 3.199 0.188 -0.714
C 7.243 0.739 -4.746
C 7.970 -0.100 -5.774
O 9.326 0.140 -5.470
C 9.405 0.453 -4.139
O 10.406 0.472 -3.512
O 8.171 0.718 -3.653
F 7.708 0.314 -7.044
H 7.106 1.763 -5.092
H 6.282 0.333 -4.449
H 7.771 -1.171 -5.712
C 3.299 -0.672 6.165
C 4.002 0.531 5.574
O 4.819 0.964 6.637
C 5.097 -0.121 7.423
O 5.937 -0.159 8.250
O 4.271 -1.148 7.099
F 3.129 1.520 5.242
H 2.397 -0.369 6.699
H 3.055 -1.438 5.434
H 4.624 0.311 4.705
C 5.892 -0.123 -9.430
C 5.923 -1.456 -10.146
O 4.894 -1.308 -11.108
C 4.773 0.023 -11.390
O 4.168 0.460 -12.309
O 5.435 0.756 -10.471
F 5.617 -2.494 -9.327
H 5.167 -0.127 -8.620
H 6.856 0.187 -9.056
H 6.860 -1.681 -10.656
C 1.610 -0.984 -8.624
C 0.692 -0.038 -7.876
O 1.459 0.280 -6.724
C 2.772 0.151 -7.047
O 3.680 0.560 -6.405
O 2.901 -0.513 -8.221
F -0.462 -0.629 -7.494
H 1.475 -2.012 -8.287
H 1.506 -0.936 -9.704
H 0.456 0.884 -8.409
```

frontier orbital gap = 0.3052 Ha
E_HOMO = -10.39 eV

Löwdin population analysis, charges in e, atoms 1 to 5: O -0.45; S 0.73; O -0.83; S 0.79; O -1.01

Entry 9:
C6H10O2 as an isolated structure in a non-equilibrium geometry. Source: the OMol25 dataset; level of theory: the ωB97M-V functional and the def2-TZVPD basis.

XYZ file:
```
18
C6H10O2 the ωB97M-V functional and the def2-TZVPD basis
C 0.126 -1.030 0.832
C -1.411 -0.756 0.702
C 0.940 1.744 -0.326
C 0.043 0.865 0.482
C -1.981 -1.451 -0.502
C 2.252 1.238 -0.664
O -1.292 0.681 0.560
O 0.645 1.906 1.098
H 0.490 -1.099 1.817
H 0.771 -1.631 0.208
H -2.044 -0.967 1.538
H 0.572 2.494 -1.057
H -1.280 -1.477 -1.330
H -3.094 -1.216 -0.826
H -2.185 -2.538 -0.310
H 2.129 0.207 -0.304
H 3.092 1.740 -0.079
H 2.229 1.292 -1.838
```

frontier orbital gap = 0.3659 Ha
energy above the lowest of the compared OMol25 structures with the same formula, charge and spin = 95.1 kcal per mole
E_HOMO = -8.98 eV

Löwdin population analysis, charges in e, atoms 1 to 5: C 0.07; C -0.35; C -0.28; C -0.38; C -0.07

Entry 10:
One molecule with the formula C11H8N2 in a non-equilibrium geometry. Source: the OMol25 dataset; level of theory: the ωB97M-V functional and the def2-TZVPD basis.

XYZ file:
```
21
C11H8N2 the ωB97M-V functional and the def2-TZVPD basis
C -0.664 1.855 0.712
C 0.652 1.173 -0.857
C 1.436 1.021 -1.962
C 1.729 -0.328 -2.226
C 1.096 -1.456 -1.649
C 0.324 -1.309 -0.457
C -0.211 -2.217 0.418
C -1.017 -1.918 1.476
C -1.397 -0.525 1.577
C -0.712 0.372 0.781
C 0.132 -0.057 -0.186
H -0.726 3.712 1.615
H -1.399 2.228 2.462
H 1.791 1.766 -2.663
H 2.499 -0.447 -3.091
H 1.382 -2.495 -1.951
H -0.302 -3.326 0.145
H -1.297 -2.796 2.098
H -2.176 -0.287 2.416
N -1.226 2.755 1.603
N 0.086 2.278 -0.261
```

frontier orbital gap = 0.2738 Ha
SMILES = NC1=Nc2cccc3cccc1c23
energy above the lowest of the compared OMol25 structures with the same formula, charge and spin = 29.7 kcal per mole
E_HOMO = -7.78 eV

Löwdin population analysis, charges in e, atoms 1 to 5: C -0.33; C -0.19; C -0.02; C -0.09; C -0.01

Entry 11:
A 2-piece molecular cluster, C9H14 overall in a non-equilibrium geometry. Source: the OMol25 dataset; level of theory: the ωB97M-V functional and the def2-TZVPD basis.

XYZ file:
```
23
C9H14 the ωB97M-V functional and the def2-TZVPD basis
C 0.370 3.471 1.217
C -0.161 2.076 1.656
H 0.367 3.457 0.239
H -0.281 4.070 1.774
H 1.496 3.511 1.608
H -1.167 2.157 1.924
H 0.051 1.100 1.046
H 0.447 1.539 2.425
C -1.574 -2.207 -2.169
C -0.357 -2.334 0.130
C -0.485 -1.757 -1.134
C 0.541 -1.816 0.981
C 1.201 -0.671 0.505
C 0.384 -0.689 -1.698
C 1.214 -0.064 -0.770
H -1.067 -3.189 0.442
H 0.626 -2.236 1.909
H -1.664 -3.379 -2.102
H -1.186 -2.015 -3.177
H 1.729 -0.246 1.177
H 0.232 -0.165 -2.679
H 1.687 0.904 -0.987
H -2.406 -1.515 -2.318
```

frontier orbital gap = 0.3541 Ha
SMILES = Cc1ccccc1.CC
energy above the lowest of the compared OMol25 structures with the same formula, charge and spin = 81.8 kcal per mole
E_HOMO = -8.62 eV

Löwdin population analysis, charges in e, atoms 1 to 5: C -0.12; C -0.17; H -0.01; H 0.04; H 0.12

Entry 12:
C2H2CaLiO2 as an isolated structure in a non-equilibrium geometry. Source: the OMol25 dataset; level of theory: the ωB97M-V functional and the def2-TZVPD basis.

XYZ file:
```
8
C2H2CaLiO2 the ωB97M-V functional and the def2-TZVPD basis
H -6.139 -7.492 -2.538
O -3.880 -4.592 -1.885
C -4.010 -3.893 -0.886
C -5.243 -4.304 -0.014
O -5.986 -5.177 -0.404
Ca -2.347 -2.377 -0.288
Li -5.393 -5.917 -2.233
H -5.398 -3.798 0.958
```

frontier orbital gap (spin up / spin down) = 0.2100 / 0.1589 Ha
net charge = +1
energy above the lowest of the compared OMol25 structures with the same formula, charge and spin = 142.2 kcal per mole
E_HOMO (spin up / spin down) = -10.66 / -9.33 eV

Löwdin population analysis, charges in e, atoms 1 to 5: H 0.15; O -0.27; C -0.63; C -0.36; O -0.11

- Which formula does entry 6 have?
  C4H5NO2